Entry from OMol25: a molecular structure, C11H10F5INO2S at a distorted geometry (ωB97M-V/def2-TZVPD).

E_HOMO ... -13.58 eV
Total charge ... +1
Strongest force on any atom ... 0.023 Eh/bohr
2S+1 ... 1
E_tot ... -49670.44933 eV

Each line ends with the Mulliken charge.
Cartesian coordinates (Å):
O (1.826, -2.731, 1.630)  -0.457
C (1.347, -2.197, 0.691)  0.064
O (0.338, -2.703, -0.026)  -0.374
C (-0.964, -2.121, 0.251)  -0.802
C (-1.132, -0.749, -0.380)  0.050
C (-2.584, -0.407, -0.719)  -1.212
C (-2.845, 1.078, -0.547)  0.818
F (-3.906, 1.442, -1.303)  -0.308
F (-1.797, 1.815, -0.969)  -0.303
C (-3.171, 1.461, 0.929)  0.587
F (-4.477, 1.406, 1.136)  -0.248
F (-2.725, 2.675, 1.225)  -0.258
F (-2.580, 0.598, 1.771)  -0.250
C (1.980, -0.943, 0.171)  0.401
C (2.361, -0.886, -1.174)  -0.784
C (2.958, 0.260, -1.641)  -0.024
N (3.170, 1.321, -0.816)  -0.520
I (4.052, 2.988, -1.654)  0.370
C (2.816, 1.279, 0.487)  0.901
S (3.124, 2.685, 1.457)  -0.199
C (2.209, 0.127, 1.005)  -0.361
H (-1.084, -2.079, 1.331)  0.364
H (-1.683, -2.840, -0.118)  0.373
H (-0.689, -0.003, 0.270)  0.266
H (-0.555, -0.740, -1.301)  0.461
H (-2.796, -0.616, -1.761)  0.397
H (-3.297, -0.963, -0.122)  0.421
H (2.176, -1.725, -1.821)  0.539
H (3.258, 0.340, -2.670)  0.488
H (2.742, 2.149, 2.625)  0.204
H (1.930, 0.079, 2.043)  0.397

Forces on the atoms, in the same order (eV/Å):
0.342 -0.459 1.036
0.118 0.024 -0.225
-0.381 0.116 -0.286
-0.053 0.011 0.136
0.150 -0.383 -0.228
0.277 0.436 0.016
-0.650 -0.401 0.080
-0.032 0.090 0.011
0.383 0.115 -0.021
0.056 0.193 -0.214
-0.087 -0.041 0.097
-0.046 0.203 0.018
0.143 -0.157 0.186
-0.098 0.327 -0.305
0.186 0.704 0.048
-0.391 -0.769 0.340
0.009 -0.149 -0.240
-0.050 -0.076 0.056
-0.169 -0.072 0.496
0.137 0.280 -0.031
0.275 0.017 -0.585
-0.085 -0.007 0.161
-0.021 -0.150 -0.259
-0.012 0.203 0.107
0.070 0.046 -0.145
-0.027 -0.164 -0.184
-0.130 -0.050 0.158
0.027 -0.044 -0.226
0.152 0.267 -0.101
-0.061 -0.144 -0.082
-0.030 0.034 0.184